# C30H30F16INO5P2S

A 3-piece molecular cluster, C30H30F16INO5P2S overall in a non-equilibrium geometry (wB97M-V/def2-TZVPD, the Open Molecules 2025 dataset).

The SMILES is C#CCN1c2ccc(I)c(CCC(C)C)c2Sc2cc(P(O)O)cc([PH2]=O)c21.FC(F)C(F)(F)COC(F)(F)C(F)F.FC(F)C(F)(F)COC(F)(F)C(F)F. As for the electronic energy: -4568.0552 Eh. The calculation puts the HOMO-LUMO gap at 0.2625 hartree. The calculation puts the LUMO energy at -1.05 eV.

Positions of all 86 atoms, in Å:
C: -6.9455 -3.9085 4.2132
C: -6.1331 -3.4067 3.2908
C: -5.0109 -2.9465 2.1896
N: -3.6858 -3.1412 2.8568
C: -3.0392 -4.4292 2.5245
C: -3.7373 -5.7414 3.1307
C: -3.1426 -7.1710 2.7868
C: -1.8633 -7.3767 1.8916
I: -1.1134 -9.3862 1.5449
C: -1.1628 -6.1052 1.2800
C: 0.1711 -6.3066 0.3622
C: 1.3974 -6.5295 1.4433
C: 2.7305 -5.6981 1.0742
C: 2.4980 -4.1019 0.8988
C: 3.7689 -5.8697 2.3371
C: -1.7817 -4.6766 1.6167
S: -0.9039 -3.2216 0.8335
C: -1.4934 -1.7973 1.9104
C: -0.5863 -0.4885 1.8582
C: -1.0228 0.7617 2.7155
P: 0.1172 2.2979 2.6614
O: 1.7123 1.6133 2.8845
O: 0.1958 2.9082 1.0217
C: -2.3416 0.6418 3.5650
C: -3.2518 -0.6775 3.6168
P: -4.8098 -0.5932 4.6812
O: -6.0093 -0.2275 3.7352
C: -2.7993 -1.9646 2.7674
H: -7.2988 -4.3214 5.2381
H: -5.1819 -3.6564 1.2853
H: -5.2625 -1.8572 1.9246
H: -4.6838 -5.7078 3.7811
H: -3.6736 -8.1005 3.2174
H: 0.3646 -5.4251 -0.3523
H: 0.0987 -7.3086 -0.2303
H: 1.5864 -7.6583 1.5798
H: 1.0198 -6.0994 2.4623
H: 3.3083 -6.1260 0.1552
H: 3.5421 -3.6091 1.0536
H: 1.8013 -3.6498 1.6976
H: 2.1875 -3.8318 -0.1889
H: 4.7891 -5.3602 2.1128
H: 3.3257 -5.3048 3.2520
H: 3.9193 -6.9787 2.6295
H: 0.3749 -0.5092 1.1998
H: 1.8198 0.8279 2.2736
H: 0.8015 2.3118 0.4923
H: -2.6630 1.5544 4.1933
H: -4.6551 0.5463 5.5679
H: -5.1117 -1.7945 5.4018
C: -1.1579 5.2475 -1.9981
C: -2.3309 5.9563 -2.7015
C: -3.6178 5.1422 -2.8176
F: -3.4554 4.0191 -3.5456
F: -4.5814 5.8647 -3.4467
F: -1.9190 6.3946 -3.9181
F: -2.6105 7.0809 -1.9759
O: -0.1735 4.6474 -2.8499
C: -0.4463 3.3344 -3.3062
C: -0.5828 3.2565 -4.8306
F: -1.5895 4.0405 -5.2788
F: -0.8707 1.9910 -5.2259
F: -1.5194 2.8452 -2.6552
F: 0.6088 2.5787 -2.9070
H: -0.6056 6.0263 -1.4628
H: -1.4919 4.5621 -1.2136
H: -4.0013 4.8664 -1.8312
H: 0.3383 3.5737 -5.3242
C: 4.7503 5.4890 -4.5215
C: 5.0611 6.5222 -3.4217
C: 6.3432 6.2754 -2.6294
F: 6.3186 5.1076 -1.9563
F: 6.5185 7.2464 -1.6955
F: 3.9894 6.6269 -2.5963
F: 5.1770 7.7377 -4.0373
O: 3.8120 4.4591 -4.1868
C: 4.3330 3.3156 -3.5303
C: 3.7512 3.1291 -2.1252
F: 4.0209 4.1910 -1.3314
F: 4.2920 2.0429 -1.5162
F: 5.6801 3.3638 -3.5408
F: 3.9913 2.2572 -4.3051
H: 4.2587 6.0423 -5.3280
H: 5.6557 5.0824 -4.9815
H: 7.2197 6.2828 -3.2836
H: 2.6680 3.0021 -2.1630

Atoms 1-2, force components in eV/Å:
C 5.355 2.564 -3.942
C -3.612 -2.762 4.473



# C3H6ClN

One molecule with the formula C3H6ClN in a non-equilibrium geometry (wB97M-V/def2-TZVPD, the Open Molecules 2025 dataset).

The SMILES is NC1(Cl)CC1. As for the electronic energy: -632.7851 Eh. The value obtained for the relative energy (zero: lowest compared OMol25 entry of this formula, charge and spin) is 26.1 kcal/mol. The calculation puts the HOMO-LUMO gap at 0.4045 hartree. The calculation puts the LUMO energy at 0.99 eV.

Positions of all 11 atoms, in Å:
C: -0.3655 -0.8165 -0.8575
C: -0.6020 -0.8732 0.6560
C: 0.3615 0.0691 -0.0582
N: 0.0072 1.6370 0.0587
Cl: 2.1560 -0.2615 0.1570
H: 0.2548 -1.5298 -1.4245
H: -1.3467 -0.6251 -1.2390
H: -1.4534 -0.2609 0.9517
H: -0.0473 -1.5140 1.3128
H: 0.7428 2.1806 -0.5104
H: 0.2927 1.9943 0.9534

Atoms 1-2, force components in eV/Å:
C -1.027 -2.658 -1.387
C 1.958 1.282 -0.418



# C3H3N3O

One molecule with the formula C3H3N3O in a non-equilibrium geometry (wB97M-V/def2-TZVPD, the Open Molecules 2025 dataset).

The SMILES is CON(C#N)C#N. As for the electronic energy: -355.4912 Eh. The value obtained for the relative energy (zero: lowest compared OMol25 entry of this formula, charge and spin) is 93.3 kcal/mol. The calculation puts the HOMO-LUMO gap at 0.4055 hartree. The calculation puts the LUMO energy at 0.32 eV.

Positions of all 10 atoms, in Å:
C: -1.4240 0.8031 -0.8201
C: -1.0535 0.3303 1.4231
C: 1.3316 -0.6260 -0.3272
N: -2.1114 0.9708 -1.7192
N: -1.4136 0.0801 2.4797
N: -0.6022 0.5974 0.2029
O: 0.7828 0.6401 -0.0170
H: 2.3915 -0.4289 -0.4718
H: 0.9027 -1.0341 -1.2474
H: 1.1962 -1.3329 0.4969

Atoms 1-2, force components in eV/Å:
C 0.365 -0.035 -0.043
C 0.356 -0.022 -0.100



- The highest LUMO belongs to which entry?
  C3H6ClN



- Among the records above, which one has the highest electronic energy?
  C3H3N3O



- Among the records above, which one has the highest electronic energy?
  C3H3N3O